{
  "formula": "C4Br2O2S",
  "method": "ωB97M-V/def2-TZVPD",
  "max_force_ha_per_bohr": 0.036,
  "de_lowest_kcal_mol": 0.0,
  "energy_ev": -159161.029,
  "lumo_ev": -0.570,
  "orbital_gap_ev": 9.672,
  "homo_ev": -10.2,
  "elements": ["O", "C", "Br", "C", "C", "Br", "O", "C", "S"],
  "xyz": [[-1.874, -1.397, -0.252], [-1.923, -0.228, -0.103], [-3.675, 0.678, 0.160], [-0.907, 0.743, -0.050], [-0.039, 1.584, 0.005], [1.174, 2.877, 0.128], [2.709, 0.082, -0.151], [2.114, -0.855, 0.176], [1.346, -2.112, 0.616]],
  "forces_ev_per_a": [[0.169, 0.030, -0.054], [-1.247, -0.150, 0.143], [0.255, -0.224, -0.066], [1.554, 0.987, -0.014], [-0.859, -0.632, 0.002], [0.018, 0.146, -0.013], [-0.081, -0.141, 0.004], [0.724, 0.795, -0.284], [-0.532, -0.812, 0.282]]
}